[1]
A single CH3NS2 molecule at a distorted geometry. Source: OMol25; level of theory: ωB97M-V/def2-TZVPD.

Properties
Energy, Eh: -890.947745
HOMO energy, eV: -8.57
Energy relative to the best compared isomer or geometry (same formula, charge and spin), eV: 2.1924
Orbital gap, eV: 9.2
SMILES: S/C=N/S

Positions of all 7 atoms, in Å:
N: 0.276 -0.208 -0.137
H: -1.235 -1.036 -0.221
C: -0.583 0.686 0.156
S: 2.001 0.094 0.069
H: 2.429 -1.262 -0.103
H: -0.742 1.813 0.216
S: -2.145 -0.087 0.021


[2]
A molecular structure, C31H39AsBr2N2PdSb2. Source: OMol25; level of theory: ωB97M-V/def2-TZVPD.

Properties
2S+1: 5
Expectation value of S²: 6.051
Energy, Eh: -9304.804523
Net charge: +4
HOMO energy (spin up / spin down), eV: -18.36 / -18.54
Energy relative to the best compared isomer or geometry (same formula, charge and spin), eV: 0.6323
Orbital gap (spin up / spin down), eV: 7.9 / 4.6

Positions of all 78 atoms, in Å:
H: 3.717 3.589 -0.490
C: -5.041 0.361 0.547
C: 3.571 1.103 1.804
H: -2.609 0.216 3.983
Sb: -1.720 1.819 2.014
C: -0.199 -1.786 2.550
C: 2.308 0.634 1.492
N: 0.410 -0.800 1.873
H: -1.710 3.869 -1.238
C: -3.937 5.332 -5.141
H: -1.459 4.376 2.770
C: 2.363 -1.204 3.187
H: 3.388 -0.972 3.434
C: -2.233 4.162 -3.270
C: 4.103 2.173 1.095
H: -2.353 1.881 4.583
C: -2.581 5.757 -5.073
As: -0.822 1.690 -2.231
H: -7.909 -1.039 1.792
C: -1.634 -1.967 -1.757
C: 0.756 1.812 -3.359
H: -3.942 3.222 2.141
N: 1.573 1.197 0.516
H: -3.737 -4.068 -0.740
H: -3.971 2.989 -2.673
H: -0.351 4.145 -2.328
H: 1.423 2.609 -3.040
H: -0.135 -3.318 4.043
H: 0.437 2.005 -4.382
H: -0.436 4.091 1.334
C: -6.194 -0.485 0.655
C: -3.730 2.399 1.457
H: 1.465 2.675 -0.916
C: -4.805 1.361 1.567
H: -6.388 -1.199 -0.136
H: -3.415 0.914 -0.762
Br: 5.786 2.810 1.494
H: -3.654 2.810 0.449
C: -3.604 3.751 -3.349
C: 0.406 -2.528 3.541
Sb: -2.805 -1.696 0.024
C: -1.314 3.646 -2.233
C: -4.439 4.326 -4.250
Pd: -0.433 0.452 0.193
C: 3.341 2.756 0.088
C: -5.669 1.410 2.635
H: -5.481 4.038 -4.315
H: -2.972 0.596 -3.135
H: -1.494 -0.007 -3.913
H: -5.034 -3.238 0.143
H: -4.668 -2.793 -1.560
H: -1.263 -2.993 -1.681
C: -0.770 3.686 2.286
H: -4.596 5.759 -5.889
H: 1.290 0.863 -3.327
C: 1.725 -2.238 3.863
H: -2.228 6.537 -5.735
C: -4.151 0.145 -0.545
H: 0.093 3.525 2.932
H: -0.706 5.461 -4.128
C: -4.256 -3.118 -0.606
H: -2.254 -1.891 -2.649
H: -5.526 2.156 3.408
C: -7.039 -0.401 1.718
H: -0.962 0.791 4.350
C: -2.006 0.881 -3.544
C: 1.682 -0.502 2.212
H: -1.225 -1.989 2.292
H: -0.766 -1.318 -1.862
Br: 2.614 -3.189 5.166
C: -1.943 1.075 3.974
H: -7.445 0.634 3.572
C: 2.090 2.239 -0.154
H: 4.156 0.654 2.592
H: -2.145 1.564 -4.380
H: -4.611 -0.302 -1.427
C: -6.771 0.547 2.728
C: -1.747 5.165 -4.178


[3]
5 unconnected molecules or ions with the total composition C33H39BIN4O11 at a distorted geometry. Source: OMol25; level of theory: ωB97M-V/def2-TZVPD.

Properties
Energy, Eh: -2649.613991
Net charge: -1
HOMO energy, eV: -4.61
Orbital gap, eV: 5.1

Positions of all 89 atoms, in Å:
N: -5.047 1.502 -4.979
O: 0.199 -0.793 1.215
H: -1.034 1.716 -8.497
H: 6.394 4.954 -5.790
H: -2.275 -4.774 8.600
C: -3.757 2.717 -6.715
C: -2.066 0.507 -7.040
O: -0.785 -6.690 8.205
H: 9.394 1.023 -6.359
H: -0.697 4.748 -1.711
C: 0.526 3.764 -3.366
H: -1.957 -5.110 13.555
N: 5.752 2.872 -4.165
C: -2.198 -4.861 9.681
C: 8.097 4.140 -6.815
C: -1.859 1.669 -7.787
O: -4.797 -2.024 6.598
H: -0.051 -2.804 2.979
C: -1.412 -5.856 10.279
H: -1.406 -0.347 -7.172
H: -3.476 1.354 -0.701
O: -5.780 2.496 -4.878
C: 8.734 1.878 -6.227
H: -4.405 3.583 -6.603
I: -1.180 2.285 2.135
H: -0.142 -0.602 -0.987
C: -1.317 -5.948 11.674
C: -0.876 -2.851 3.688
C: -3.115 0.444 -6.122
C: -0.623 -0.982 0.010
H: -2.551 -0.309 1.243
H: -0.790 -2.160 -0.091
N: -0.691 -6.817 9.435
C: -3.956 1.554 -5.959
H: -3.518 -3.192 10.035
H: -0.707 -6.713 12.151
H: 0.330 1.651 -1.179
H: 0.913 1.440 -3.270
H: -3.422 -0.937 4.872
C: -1.719 -1.751 3.847
C: -2.900 -3.964 10.489
O: -0.034 -7.703 10.001
O: 5.629 1.839 -3.493
O: 1.894 2.223 -4.997
H: 0.680 3.225 -0.158
O: 5.019 3.867 -4.064
C: 8.941 3.039 -6.974
H: -0.423 -4.867 4.303
H: 2.111 -0.537 0.254
H: -0.109 3.970 -4.356
C: 6.844 2.924 -5.146
H: -3.367 -3.361 12.504
C: -0.101 2.699 -0.888
C: -2.813 -4.059 11.879
C: -2.702 2.769 -7.628
C: -0.559 3.644 -2.146
O: -5.170 0.468 -4.306
C: 7.043 4.088 -5.902
H: 8.264 5.041 -7.402
H: 7.538 0.904 -4.732
H: 9.765 3.087 -7.683
H: -2.278 -4.987 5.930
H: -1.988 0.920 -1.806
C: -2.022 -5.044 12.471
C: 2.312 3.472 -5.651
H: 2.474 2.517 -2.957
H: 1.201 4.719 -3.228
O: -4.187 -4.052 7.169
O: 2.265 3.499 -7.011
C: -1.083 -4.013 4.435
H: 2.629 4.468 -5.125
C: -2.143 -0.325 0.121
H: -2.195 3.334 -0.225
H: -2.535 3.670 -8.215
C: 1.584 -1.280 0.990
C: -2.319 1.096 -0.673
H: 2.082 -1.367 2.046
H: -1.598 3.301 -2.586
C: -2.774 -1.803 4.760
C: 1.470 2.444 -3.597
C: -2.973 -2.966 5.516
H: -2.853 -1.106 -0.437
C: -2.132 -4.076 5.353
C: 7.684 1.815 -5.309
B: -1.507 2.371 -0.031
H: 1.485 -2.342 0.505
H: -3.261 -0.467 -5.545
H: -1.552 -0.850 3.260
N: -4.064 -3.018 6.496


[4]
3 unconnected molecules or ions with the total composition C35H66ClN2O10P2S at a distorted geometry. Source: OMol25; level of theory: ωB97M-V/def2-TZVPD.

Properties
Energy, Eh: -3776.187618
Net charge: -1
HOMO energy, eV: -5.22
Orbital gap, eV: 7.2

Positions of all 117 atoms, in Å:
H: -0.942 3.884 4.376
O: -1.763 -7.163 -0.556
H: 6.983 -4.558 0.518
C: -0.281 3.466 -1.638
H: -2.264 1.078 -2.451
H: 1.833 5.606 -2.579
H: -0.637 2.502 -1.993
C: -4.471 4.385 0.006
C: -2.375 -8.326 -0.757
H: -0.913 -7.684 1.278
H: -0.857 -2.289 -3.023
O: 1.765 6.056 -5.673
H: -5.305 -10.435 -2.555
H: 0.421 2.990 0.318
O: -1.166 1.615 1.343
P: 0.302 0.052 -0.115
O: -2.605 2.103 -0.551
H: -3.837 -1.803 0.370
C: -3.312 -9.638 -2.450
H: -1.172 -3.994 -2.885
O: 3.842 1.520 5.046
N: 2.356 4.402 -4.226
O: 5.412 -4.941 1.813
H: -4.624 5.482 1.847
C: -2.188 -2.802 -1.401
H: 7.471 -5.769 3.293
C: 1.477 3.055 4.498
H: -4.361 -0.343 -2.300
C: -2.314 0.170 -1.858
C: -1.567 -0.629 1.599
H: 0.240 -1.273 -0.566
H: 8.738 -5.440 2.097
H: -4.767 3.408 -0.359
C: -3.919 0.319 0.193
C: -1.468 -6.873 0.813
H: -5.223 -8.666 -2.625
H: 5.592 3.370 3.463
C: -3.340 -2.256 -2.246
C: 2.621 5.584 -4.962
S: 1.843 0.269 1.072
C: -0.975 -3.097 -2.300
C: 0.668 3.134 3.210
C: -4.795 -9.556 -2.161
H: 0.479 0.803 -1.287
H: 0.858 2.271 2.578
Cl: -5.239 5.565 -1.201
H: -2.388 -6.688 1.364
H: -4.982 -9.499 -1.090
H: 2.389 -2.252 2.920
H: 7.835 -4.107 2.830
H: 3.981 -1.791 3.554
C: -0.838 3.305 3.451
C: 1.192 3.610 -2.120
H: -3.139 -9.727 -3.521
H: -4.290 -2.535 -1.790
C: -1.554 4.077 2.336
H: -4.526 1.178 0.440
H: 6.689 -6.239 0.960
H: 1.506 2.662 -2.556
C: 7.758 -5.127 2.458
H: 2.980 4.067 3.501
H: -1.308 2.341 3.642
H: -2.856 -10.500 -1.963
H: -3.203 2.698 1.499
H: 4.003 4.224 -2.848
O: -2.639 -9.141 0.089
H: -0.058 -3.216 -1.729
C: 5.133 -3.639 1.978
C: -5.134 4.657 1.348
C: 4.901 2.577 3.184
H: -1.925 -2.171 -0.558
H: -5.424 -0.993 0.816
H: -0.894 4.217 -2.134
C: -0.382 3.589 -0.116
H: 4.808 5.710 -4.954
C: 3.448 -2.194 2.693
H: -2.494 4.440 2.757
H: 1.045 3.684 5.277
H: -0.128 4.625 0.126
C: 1.419 4.741 -3.119
H: 3.978 6.769 -3.801
H: 4.325 3.699 -4.519
C: -1.392 0.454 0.617
H: -0.862 -5.972 0.816
O: -2.626 -8.441 -2.061
C: -2.983 4.571 -0.005
H: -2.511 -3.763 -0.993
C: -2.564 0.671 -0.404
H: -2.642 4.646 -1.036
C: -1.710 -1.507 2.372
H: 0.992 4.037 2.679
C: -3.367 -0.723 -2.518
H: 1.834 3.755 -1.252
H: -3.309 -2.776 -3.204
H: 0.491 5.081 -3.569
C: 3.574 3.750 -3.738
H: -3.246 -0.595 -3.595
C: 3.833 2.444 4.260
H: -2.750 5.512 0.495
H: 5.409 1.622 3.126
C: 3.928 6.325 -4.795
H: 4.416 2.814 2.240
O: 3.893 -3.540 2.429
H: -1.334 -0.297 -1.966
C: 6.735 -5.222 1.346
N: 2.882 3.442 4.288
H: -1.787 -2.356 3.014
H: 3.945 7.117 -5.537
H: 3.357 2.720 -3.467
H: -6.181 4.919 1.236
O: 5.884 -2.731 1.736
H: -5.030 3.793 2.003
H: -0.957 4.968 2.119
C: -4.407 -0.891 0.458
H: 1.452 2.040 4.892
P: -2.007 3.085 0.765
H: 3.587 -1.553 1.829


[5]
A single C4H7ClO molecule at a distorted geometry. Source: OMol25; level of theory: ωB97M-V/def2-TZVPD.

Properties
Energy, Eh: -691.990149
HOMO energy, eV: -9.73
Energy relative to the best compared isomer or geometry (same formula, charge and spin), eV: 1.5175
Orbital gap, eV: 10.6
SMILES: C=C(Cl)CCO

Positions of all 13 atoms, in Å:
C: -0.940 0.987 0.744
H: -0.356 1.747 0.148
Cl: -0.314 -0.122 -2.036
H: 0.926 -0.044 1.350
C: -0.012 -0.225 0.794
H: 1.806 -1.193 -1.937
O: -2.131 0.878 0.180
H: 2.436 -1.362 -0.080
H: -0.440 -1.094 1.261
H: -1.163 1.293 1.753
H: -2.096 0.819 -0.771
C: 1.722 -1.091 -0.850
C: 0.562 -0.591 -0.556